DFT (wB97M-V/def2-TZVPD) results for a molecular structure, C25H28BCaF2N10O4S.

Results
M: 653.518 g mol⁻¹
Total charge: -1
Calculated total energy: -84863.5268 eV
Relative energy (zero: lowest compared OMol25 entry of this formula, charge and spin): 0.00 kcal per mole
HOMO: -4.70 eV

```
72
C25H28BCaF2N10O4S wB97M-V/def2-TZVPD
Ca -0.080 0.232 0.299
C 3.801 1.126 -0.966
C 3.544 0.481 0.349
N 2.374 0.054 0.773
C 2.566 -0.445 2.042
C 3.890 -0.330 2.376
N 4.487 0.253 1.287
C 4.737 -0.660 3.552
O 4.137 -1.194 4.580
O 5.927 -0.416 3.501
C 1.418 -0.981 2.851
O 1.672 -1.381 4.007
O 0.290 -0.968 2.296
H 2.855 1.464 -1.386
H 4.271 0.430 -1.664
H 4.452 1.993 -0.854
H 5.470 0.476 1.264
H 3.122 -1.293 4.400
S 0.463 2.911 0.059
C -1.160 3.520 0.090
N -1.492 4.600 -0.525
N -2.817 5.032 -0.408
C -3.914 4.317 -0.929
C -3.826 3.046 -1.494
C -4.972 2.406 -1.947
C -6.214 3.017 -1.864
C -6.300 4.293 -1.319
C -5.165 4.935 -0.853
N -2.205 2.894 0.857
N -2.022 1.729 1.212
C -3.119 1.168 1.950
C -2.899 -0.062 2.552
C -3.923 -0.674 3.261
C -5.161 -0.059 3.360
C -5.374 1.176 2.754
C -4.359 1.795 2.050
H -2.843 5.994 -0.707
H -2.874 2.542 -1.587
H -4.870 1.412 -2.362
H -7.102 2.507 -2.214
H -7.259 4.790 -1.242
H -5.240 5.918 -0.403
H -1.918 -0.524 2.515
H -3.747 -1.629 3.738
H -5.963 -0.538 3.908
H -6.343 1.653 2.826
H -4.512 2.744 1.554
F -3.044 -0.162 -1.919
B -1.683 -0.304 -1.929
F -1.327 -0.752 -3.180
C -0.511 -3.251 -0.613
N 0.706 -2.432 -0.454
C 1.347 -2.310 -1.775
N 1.677 -3.614 -2.355
C 0.433 -4.383 -2.466
N -0.221 -4.575 -1.168
C 0.719 -5.252 -0.275
N 1.963 -4.498 -0.105
C 1.624 -3.175 0.427
C 2.565 -4.316 -1.427
H -1.200 -2.728 -1.275
H -0.980 -3.365 0.367
H 2.267 -1.731 -1.657
H 0.670 -1.776 -2.443
H 0.661 -5.362 -2.895
H -0.250 -3.853 -3.131
H 0.956 -6.237 -0.687
H 0.250 -5.383 0.702
H 2.544 -2.601 0.542
H 1.155 -3.290 1.405
H 2.809 -5.297 -1.843
H 3.488 -3.742 -1.318
```